Record 1
Computed, not measured: a gas-phase ion, C4H7NO2S (charge -2) in a non-equilibrium geometry, with ωB97M-V/def2-TZVPD.

Geometry (Å):
O (0.955, -2.379, -0.148)
C (0.215, -1.936, 0.829)
N (-0.521, -0.825, 0.957)
C (-0.618, 0.372, 0.140)
C (-0.040, 0.339, -1.274)
O (-0.444, -0.973, -1.743)
C (0.113, 1.535, 0.879)
S (0.405, 3.114, -0.101)
H (0.231, -2.627, 1.639)
H (-1.751, 0.498, 0.155)
H (-0.357, 0.997, -2.052)
H (1.158, 0.264, -1.120)
H (0.165, -1.568, -1.138)
H (1.060, 1.257, 1.295)
H (-0.571, 1.930, 1.681)

Values from the calculation:
relative energy (zero: lowest compared OMol25 entry of this formula, charge and spin)	286.1	kJ/mol
HOMO-LUMO gap	0.20229	hartree
HOMO level	0.8	eV
SMILES	[O-]/C=N\[C@H](CO)C[S-]
charge	-2

Mulliken atomic charge list, values in e, 5 entries: -0.799 -0.065 -0.677 0.489 -0.592

***

Record 2
Computed, not measured: 8 unconnected molecules or ions with the total composition C34H69N3O11S7 in a non-equilibrium geometry, with ωB97M-V/def2-TZVPD.

Geometry (Å):
C (5.295, 5.128, -0.351)
C (3.756, 5.013, -0.559)
C (3.173, 4.003, 0.479)
C (3.009, 2.549, -0.090)
C (3.198, 1.576, 1.111)
C (1.691, 2.370, -0.860)
C (0.942, 3.501, -1.211)
C (-0.263, 3.438, -1.927)
N (-0.969, 4.670, -2.286)
C (-0.451, 5.052, -3.337)
O (0.125, 5.412, -4.293)
C (-0.764, 2.218, -2.310)
C (-0.019, 1.059, -1.968)
C (1.181, 1.102, -1.286)
C (1.910, -0.217, -1.021)
C (3.229, -0.290, -1.874)
C (3.031, -1.344, -3.015)
C (3.725, -0.877, -4.341)
O (4.964, -0.211, -4.102)
C (-0.844, -0.116, -2.520)
O (-0.547, -1.250, -2.755)
N (-2.140, 0.437, -2.746)
C (-3.143, 0.070, -1.715)
N (-3.065, 0.849, -0.481)
C (-3.995, 1.985, -0.443)
C (-2.029, 1.816, -3.074)
O (-2.735, 2.459, -3.790)
H (5.708, 6.073, -0.740)
H (5.521, 5.138, 0.731)
H (5.806, 4.244, -0.767)
H (3.348, 6.007, -0.288)
H (3.472, 4.800, -1.599)
H (3.818, 4.016, 1.371)
H (2.190, 4.373, 0.821)
H (3.836, 2.442, -0.821)
H (3.583, 0.606, 0.752)
H (2.273, 1.393, 1.678)
H (3.998, 1.967, 1.761)
H (1.267, 4.513, -0.956)
H (2.070, -0.389, 0.052)
H (1.234, -1.022, -1.350)
H (4.003, -0.704, -1.204)
H (3.525, 0.687, -2.281)
H (3.412, -2.330, -2.699)
H (1.965, -1.454, -3.284)
H (3.024, -0.198, -4.853)
H (3.905, -1.796, -4.932)
H (4.905, 0.611, -4.605)
H (-2.934, -0.980, -1.444)
H (-4.182, 0.090, -2.064)
H (-2.118, 1.108, -0.237)
H (-3.466, 2.903, -0.779)
H (-4.884, 1.848, -1.071)
H (-4.358, 2.203, 0.579)
C (4.981, -1.650, -8.312)
S (5.840, -0.665, -7.074)
O (5.220, 0.693, -7.076)
C (7.393, -0.553, -7.973)
H (3.960, -1.813, -7.972)
H (4.969, -1.120, -9.265)
H (5.484, -2.612, -8.421)
H (7.229, -0.094, -8.948)
H (7.815, -1.550, -8.094)
H (8.079, 0.061, -7.397)
C (11.273, -0.554, -6.713)
S (11.375, 0.195, -8.347)
O (10.110, -0.125, -9.061)
C (12.643, -0.913, -8.982)
H (10.500, -0.037, -6.147)
H (11.012, -1.609, -6.805)
H (12.230, -0.445, -6.203)
H (12.294, -1.944, -8.928)
H (13.556, -0.792, -8.398)
H (12.839, -0.648, -10.019)
C (-5.311, -1.727, 2.665)
S (-3.773, -2.000, 1.777)
O (-4.086, -1.972, 0.327)
C (-3.592, -3.725, 2.257)
H (-5.642, -0.707, 2.477)
H (-6.072, -2.426, 2.315)
H (-5.140, -1.862, 3.734)
H (-4.463, -4.294, 1.932)
H (-3.482, -3.791, 3.341)
H (-2.698, -4.120, 1.776)
C (-6.344, -3.888, 7.968)
S (-6.568, -4.304, 6.235)
O (-5.213, -4.363, 5.610)
C (-7.311, -2.733, 5.762)
H (-5.851, -4.726, 8.462)
H (-5.722, -2.995, 8.059)
H (-7.317, -3.717, 8.429)
H (-6.629, -1.914, 5.993)
H (-8.251, -2.601, 6.297)
H (-7.505, -2.751, 4.690)
C (-6.473, -0.239, 11.600)
S (-4.961, -0.357, 10.630)
O (-5.352, -0.347, 9.194)
C (-4.590, -2.063, 11.071)
H (-6.904, 0.748, 11.442)
H (-7.181, -1.003, 11.276)
H (-6.237, -0.367, 12.657)
H (-5.419, -2.709, 10.782)
H (-4.417, -2.131, 12.145)
H (-3.691, -2.367, 10.539)
C (-0.934, -5.188, 8.214)
S (-2.720, -5.347, 8.052)
O (-3.240, -5.870, 9.348)
C (-2.681, -6.722, 6.895)
H (-0.726, -4.397, 8.933)
H (-0.509, -6.126, 8.572)
H (-0.505, -4.922, 7.248)
H (-2.143, -7.562, 7.337)
H (-2.195, -6.404, 5.972)
H (-3.706, -7.016, 6.681)
C (-5.753, 3.905, -4.457)
S (-5.390, 5.319, -3.408)
O (-5.565, 4.882, -1.998)
C (-6.852, 6.269, -3.861)
H (-4.976, 3.158, -4.303)
H (-6.724, 3.485, -4.188)
H (-5.754, 4.218, -5.502)
H (-7.751, 5.697, -3.630)
H (-6.816, 6.504, -4.925)
H (-6.851, 7.193, -3.285)

Values from the calculation:
HOMO-LUMO gap	0.30528	hartree
HOMO level	-8.2	eV

Mulliken atomic charge list, values in e, 5 entries: -1.275 -0.389 -1.470 1.317 -1.669

***

Record 3
Computed, not measured: a molecular structure, C33H44Cl2N5O3SbSi3Ti, with ωB97M-V/def2-TZVPD.

Geometry (Å):
Ti (-1.295, -0.445, 0.402)
Cl (0.363, -6.654, -1.907)
C (-0.474, -5.162, -1.671)
C (-0.173, -4.410, -0.536)
C (-0.794, -3.193, -0.356)
N (-0.583, -2.299, 0.722)
C (-0.428, -2.746, 1.990)
O (-0.255, -3.880, 2.390)
C (-0.513, -1.609, 2.998)
C (-0.318, -1.869, 4.343)
C (-0.355, -0.811, 5.234)
C (-0.575, 0.471, 4.750)
C (-0.784, 0.641, 3.395)
N (-0.767, -0.377, 2.529)
C (-1.780, -2.754, -1.264)
C (-2.090, -3.510, -2.382)
C (-1.414, -4.713, -2.587)
Cl (-1.791, -5.630, -4.000)
N (-2.425, -1.596, -0.816)
C (-3.620, -1.135, -1.216)
O (-4.227, -1.330, -2.257)
C (-4.235, -0.307, -0.098)
C (-5.539, 0.137, -0.172)
C (-6.093, 0.745, 0.946)
C (-5.327, 0.884, 2.091)
C (-4.013, 0.445, 2.067)
N (-3.472, -0.131, 0.995)
H (0.547, -4.781, 0.177)
H (-0.135, -2.892, 4.640)
H (-0.204, -0.980, 6.293)
H (-0.590, 1.330, 5.406)
H (-0.967, 1.625, 2.986)
H (-2.858, -3.193, -3.072)
H (-6.091, -0.030, -1.086)
H (-7.120, 1.088, 0.930)
H (-5.732, 1.322, 2.992)
H (-3.373, 0.552, 2.934)
O (-0.636, -0.158, -2.211)
C (-1.570, 0.683, -2.858)
C (-2.053, 1.735, -1.897)
C (-2.771, 2.820, -2.393)
C (-3.201, 3.802, -1.529)
C (-2.893, 3.683, -0.176)
C (-2.199, 2.569, 0.234)
N (-1.789, 1.596, -0.598)
H (-0.748, -1.065, -2.526)
H (-2.431, 0.121, -3.230)
H (-1.099, 1.190, -3.707)
H (-2.977, 2.876, -3.455)
H (-3.761, 4.652, -1.895)
H (-3.186, 4.432, 0.545)
H (-1.956, 2.435, 1.280)
C (2.760, -0.047, 3.252)
Si (2.811, 1.259, 1.906)
C (2.040, 2.875, 2.486)
C (4.611, 1.583, 1.510)
Sb (1.430, 0.392, -0.079)
Si (2.836, -1.613, -0.867)
C (4.518, -1.052, -1.462)
C (1.936, -2.390, -2.312)
C (3.048, -2.796, 0.562)
Si (2.030, 2.105, -1.898)
C (0.766, 3.505, -1.883)
C (2.068, 1.265, -3.571)
C (3.706, 2.876, -1.603)
H (2.835, 0.418, 4.239)
H (3.612, -0.722, 3.142)
H (1.860, -0.660, 3.235)
H (2.805, 3.479, 2.982)
H (1.237, 2.714, 3.208)
H (1.642, 3.467, 1.659)
H (5.172, 1.527, 2.448)
H (4.767, 2.576, 1.092)
H (5.044, 0.857, 0.824)
H (4.464, -0.220, -2.166)
H (4.984, -1.891, -1.989)
H (5.181, -0.774, -0.643)
H (2.116, -1.814, -3.222)
H (0.859, -2.480, -2.160)
H (2.319, -3.402, -2.475)
H (3.842, -2.447, 1.226)
H (3.343, -3.777, 0.181)
H (2.144, -2.933, 1.157)
H (0.094, 3.454, -2.743)
H (1.299, 4.457, -1.946)
H (0.154, 3.533, -0.980)
H (1.281, 0.524, -3.710)
H (3.031, 0.772, -3.722)
H (1.971, 2.027, -4.350)
H (3.690, 3.576, -0.767)
H (3.955, 3.448, -2.503)
H (4.505, 2.156, -1.434)

Values from the calculation:
relative energy (zero: lowest compared OMol25 entry of this formula, charge and spin)	0.0	kJ/mol
HOMO-LUMO gap (spin up / spin down)	0.25798 / 0.26225	hartree
multiplicity	2
HOMO level (spin up / spin down)	-10.2 / -10.2	eV
<S²>	0.754
charge	+1

Mulliken atomic charge list, values in e, 5 entries: -0.236 -0.204 -0.083 0.043 -0.643

***

Record 4
Computed, not measured: a molecular structure, C38H32BrCl2N4O6Sr in a non-equilibrium geometry, with ωB97M-V/def2-TZVPD.

Geometry (Å):
Sr (-0.185, -0.136, 0.346)
Br (5.237, -0.013, 5.837)
C (3.688, 0.112, 4.740)
C (2.411, 0.065, 5.311)
C (1.294, 0.170, 4.519)
C (1.367, 0.328, 3.106)
O (0.309, 0.550, 2.418)
C (2.686, 0.295, 2.541)
C (3.037, 0.304, 1.104)
N (2.304, -0.055, 0.124)
C (2.830, -0.136, -1.209)
C (4.156, -0.245, -1.496)
C (4.627, -0.267, -2.837)
C (3.759, -0.184, -3.877)
C (2.360, -0.124, -3.623)
C (1.399, -0.030, -4.657)
C (0.073, 0.002, -4.366)
C (-0.317, -0.107, -3.009)
N (0.545, -0.188, -2.039)
C (1.887, -0.153, -2.307)
C (3.809, 0.233, 3.380)
H (2.307, -0.039, 6.384)
H (0.302, 0.158, 4.952)
H (4.069, 0.623, 0.920)
H (4.876, -0.303, -0.691)
H (5.692, -0.338, -3.018)
H (4.117, -0.174, -4.900)
H (1.740, 0.024, -5.686)
H (-0.675, 0.090, -5.143)
H (-1.367, -0.129, -2.735)
H (4.797, 0.270, 2.933)
C (3.989, 6.394, 0.415)
C (3.516, 5.460, 1.491)
C (4.235, 5.273, 2.656)
C (3.771, 4.407, 3.637)
Cl (4.700, 4.213, 5.117)
C (2.610, 3.692, 3.456)
C (1.873, 3.852, 2.280)
C (2.317, 4.752, 1.323)
O (1.661, 5.025, 0.171)
C (0.407, 4.394, -0.054)
C (0.463, 2.936, -0.521)
O (1.392, 2.635, -1.280)
O (-0.476, 2.181, -0.111)
H (4.996, 6.750, 0.635)
H (3.335, 7.264, 0.320)
H (3.992, 5.908, -0.561)
H (5.166, 5.806, 2.808)
H (2.285, 2.989, 4.212)
H (0.983, 3.250, 2.128)
H (-0.016, 4.968, -0.879)
H (-0.242, 4.496, 0.819)
N (-2.888, 0.159, 0.137)
C (-4.039, 0.105, 0.081)
N (-5.363, 0.041, 0.018)
C (-6.187, -0.102, 1.220)
C (-7.128, 1.085, 1.341)
C (-7.927, 1.275, 0.053)
C (-7.006, 1.412, -1.159)
C (-6.061, 0.225, -1.254)
H (-5.526, -0.210, 2.077)
H (-6.765, -1.029, 1.124)
H (-6.536, 1.984, 1.539)
H (-7.789, 0.936, 2.197)
H (-8.570, 2.152, 0.135)
H (-8.588, 0.412, -0.093)
H (-6.415, 2.328, -1.067)
H (-7.582, 1.487, -2.084)
H (-5.315, 0.342, -2.037)
H (-6.628, -0.689, -1.468)
Cl (1.160, -8.776, -0.116)
C (0.782, -7.065, 0.069)
C (1.633, -6.264, 0.808)
C (1.324, -4.919, 0.953)
C (0.190, -4.383, 0.355)
C (-0.643, -5.206, -0.390)
C (-0.357, -6.557, -0.532)
C (-0.095, -2.907, 0.523)
O (0.579, -2.290, 1.384)
O (-0.969, -2.390, -0.240)
H (2.517, -6.691, 1.263)
H (1.951, -4.259, 1.538)
H (-1.511, -4.766, -0.866)
H (-0.999, -7.213, -1.104)

Values from the calculation:
relative energy (zero: lowest compared OMol25 entry of this formula, charge and spin)	190.9	kJ/mol
HOMO-LUMO gap	0.24227	hartree
HOMO level	-4.6	eV
charge	-1

Mulliken atomic charge list, values in e, 5 entries: 2.167 -0.256 -0.350 -0.401 -0.871